Record 1
34
Properties=species:S:1:pos:R:3 method="wB97M-V/def2-TZVPD" lumo_energy_ev="-4.26 / -0.73" gap_ev="4.63 / 8.16" relative_energy_kj_mol=1070.6 e_homo_ev="-8.89 / -8.89"
N -2.308 5.453 -1.481
O -1.374 6.259 -1.544
O -2.246 4.382 -2.096
O -3.313 5.728 -0.818
C 3.245 -3.449 -0.108
C 2.187 -2.408 0.005
C 1.407 -2.378 1.081
C 0.326 -1.374 1.321
C 0.372 -0.174 0.349
C 0.721 -0.632 -1.072
C 2.050 -1.401 -1.107
C -0.905 0.701 0.359
C -1.196 1.243 1.748
C -2.141 -0.026 -0.200
O -3.318 0.710 0.039
O -0.628 1.827 -0.492
O 0.490 2.453 -0.079
H 3.825 -3.332 -1.023
H 3.937 -3.392 0.733
H 2.810 -4.449 -0.116
H 1.566 -3.127 1.839
H -0.645 -1.868 1.228
H 0.375 -1.016 2.357
H 1.180 0.500 0.676
H -0.081 -1.274 -1.448
H 0.739 0.239 -1.740
H 2.887 -0.697 -1.046
H 2.168 -1.916 -2.068
H -1.468 0.452 2.443
H -0.326 1.768 2.138
H -2.019 1.954 1.692
H -2.009 -0.167 -1.277
H -2.264 -1.008 0.264
H -4.044 0.417 -0.558



Record 2
29
Properties=species:S:1:pos:R:3 method="wB97M-V/def2-TZVPD" lumo_energy_ev=0.56 gap_ev=8.97 relative_energy_kj_mol=156.4 e_homo_ev=-8.41
C 3.382 0.354 -0.916
C 2.839 -0.852 -1.225
C 1.439 0.887 0.557
C 0.897 -0.272 0.135
C 2.806 1.296 0.055
C 1.669 -1.375 -0.481
C 0.565 1.884 1.284
C 2.345 -2.381 0.565
C -5.590 -0.198 0.033
C -3.058 1.001 -0.884
O -3.353 -1.484 0.391
P -3.818 -0.298 -0.218
H 4.122 0.758 -1.629
H 3.309 -1.503 -1.937
H 3.544 1.562 0.927
H 2.761 2.304 -0.375
H 0.921 -1.855 -1.156
H 0.711 2.925 0.980
H 0.931 1.806 2.374
H -0.436 1.570 0.977
H 3.397 -2.559 0.448
H 1.851 -3.337 0.593
H 2.291 -1.738 1.413
H -5.986 -0.668 0.947
H -6.074 0.788 -0.167
H -5.821 -0.801 -0.906
H -0.062 -0.606 0.405
H -3.619 1.884 -0.921
H -1.960 0.906 -1.268



Record 3
32
Properties=species:S:1:pos:R:3 method="wB97M-V/def2-TZVPD" lumo_energy_ev=-2.87 gap_ev=8.23 relative_energy_kj_mol=0.0 charge=+1 e_homo_ev=-11.10
Au -1.057 1.979 -0.429
C -2.835 -1.201 -0.660
P -1.779 -0.135 0.362
C -2.451 -0.335 2.039
C -0.181 -1.035 0.421
C -0.182 -2.354 0.874
C 0.985 -3.095 0.949
C 2.187 -2.519 0.571
C 2.207 -1.210 0.117
C 1.039 -0.455 0.031
P 1.165 1.262 -0.595
C 2.471 2.018 0.410
C 1.908 1.078 -2.239
H -2.876 -2.217 -0.267
H -2.458 -1.231 -1.682
H -3.843 -0.786 -0.676
H -2.510 -1.387 2.318
H -3.451 0.097 2.082
H -1.815 0.187 2.753
H -1.113 -2.818 1.177
H 0.956 -4.117 1.304
H 3.107 -3.085 0.626
H 3.156 -0.779 -0.176
H 3.399 1.450 0.334
H 2.159 2.059 1.452
H 2.650 3.033 0.058
H 2.836 0.508 -2.187
H 2.119 2.068 -2.645
H 1.212 0.569 -2.905
O -2.172 3.954 -0.858
H -1.746 4.608 -1.422
H -3.090 3.889 -1.139



Record 4
47
Properties=species:S:1:pos:R:3 method="wB97M-V/def2-TZVPD" lumo_energy_ev=-0.64 gap_ev=8.28 e_homo_ev=-8.92
N -0.736 -3.259 -1.556
P 0.755 -3.836 -1.328
O 0.628 -5.539 -1.380
O 1.758 -3.389 -2.622
C 1.478 -3.403 0.374
I -0.183 -4.067 1.702
O 2.452 -4.468 0.655
C 3.315 -3.804 1.626
O 4.031 -4.536 2.321
O 3.145 -2.400 1.625
C 2.064 -1.962 0.688
C 1.230 -0.967 1.655
C 2.098 0.353 2.064
O 1.815 1.530 1.248
C 1.565 0.737 3.555
F 2.094 2.020 3.874
F 2.092 -0.167 4.530
F 0.139 0.795 3.609
B 2.928 -1.153 -0.441
N 4.386 -0.857 -0.394
O 2.189 -0.630 -1.588
H -1.350 -4.099 -1.655
H -0.083 -5.837 -0.774
H 1.301 -2.639 -3.079
H 0.267 -0.630 1.149
H 1.020 -1.499 2.659
H 3.207 0.130 2.186
H 0.800 1.621 1.178
H 4.944 -1.670 -0.106
H 4.562 -0.029 0.187
H 1.365 -0.215 -1.222
Cl -0.626 1.127 0.187
C -1.926 2.345 0.319
C -3.294 1.707 0.445
Cl -3.798 0.897 -1.058
H -1.865 3.002 -0.554
H -1.711 2.941 1.209
H -4.041 2.475 0.657
H -3.322 0.972 1.252
Cl -5.038 3.064 -3.865
C -5.073 4.586 -2.942
C -3.708 5.239 -2.865
Cl -2.571 4.308 -1.854
H -5.473 4.372 -1.950
H -5.772 5.250 -3.455
H -3.795 6.229 -2.411
H -3.262 5.357 -3.854



Record 5
33
Properties=species:S:1:pos:R:3 method="wB97M-V/def2-TZVPD" lumo_energy_ev=-3.56 smiles="CCCCOC(=O)[C@H]1N(Br)C=C[N+]1(C)C" gap_ev=9.07 charge=+1 e_homo_ev=-12.63
C 4.125 2.148 -0.051
C 2.714 2.660 -0.309
C 1.673 1.605 0.063
C 0.268 2.196 0.085
O -0.671 1.229 0.599
C -1.286 0.452 -0.249
O -1.199 0.432 -1.444
C -2.259 -0.472 0.529
N -3.730 0.062 0.250
Br -3.939 1.923 0.078
C -4.233 -0.795 -0.694
C -3.513 -1.907 -0.817
N -2.325 -1.879 0.053
C -2.541 -2.789 1.201
C -1.124 -2.330 -0.682
H 4.324 1.256 -0.641
H 4.856 2.905 -0.317
H 4.252 1.906 1.001
H 2.542 3.559 0.285
H 2.603 2.924 -1.362
H 1.710 0.783 -0.656
H 1.903 1.204 1.053
H 0.208 3.039 0.775
H -0.046 2.502 -0.917
H -2.084 -0.396 1.602
H -5.157 -0.550 -1.185
H -3.710 -2.794 -1.384
H -1.647 -2.815 1.823
H -3.392 -2.451 1.791
H -2.745 -3.795 0.836
H -0.234 -2.182 -0.072
H -1.235 -3.386 -0.911
H -1.026 -1.773 -1.613



Record 6
51
Properties=species:S:1:pos:R:3 method="wB97M-V/def2-TZVPD" lumo_energy_ev=0.32 gap_ev=9.92 relative_energy_kj_mol=97.2 e_homo_ev=-9.60
Mg -0.081 0.178 0.957
N 0.041 1.741 -2.823
C 1.413 1.215 -2.839
C 1.419 -0.301 -2.721
N 1.394 -0.767 -1.329
C 2.763 -0.895 -0.833
C 2.876 -0.966 0.684
N 2.093 0.094 1.333
C 0.647 -2.018 -1.190
C -0.871 -1.800 -1.273
N -1.254 -0.487 -0.716
H -0.335 1.793 -3.763
H 0.008 2.676 -2.438
H 1.946 1.638 -1.984
H 1.960 1.507 -3.740
H 2.302 -0.710 -3.229
H 0.546 -0.698 -3.243
H 3.320 -0.021 -1.186
H 3.261 -1.779 -1.259
H 3.935 -0.908 0.945
H 2.492 -1.914 1.060
H 2.482 1.013 1.139
H 2.118 -0.023 2.341
H 0.859 -2.433 -0.206
H 0.973 -2.747 -1.944
H -1.347 -2.566 -0.666
H -1.227 -1.915 -2.299
H -2.237 -0.478 -0.466
H -1.114 0.251 -1.412
F -2.194 4.261 -0.576
C -2.305 3.285 0.322
F -3.324 3.543 1.126
F -2.537 2.150 -0.331
S -0.714 3.233 1.319
O 0.081 2.152 0.663
O -0.205 4.552 1.153
N -1.117 2.889 2.789
S -1.227 1.286 3.066
O -1.951 0.666 1.953
O 0.093 0.770 3.324
C -2.348 1.404 4.563
F -2.668 0.220 5.004
F -1.668 2.084 5.468
F -3.419 2.069 4.178
Cl -0.884 -4.401 4.433
C -0.447 -3.739 2.869
Cl 1.275 -4.112 2.553
Cl -1.447 -4.525 1.602
C -0.713 -2.180 2.786
O -1.372 -1.650 3.649
O -0.199 -1.647 1.764



Record 7
34
Properties=species:S:1:pos:R:3 method="wB97M-V/def2-TZVPD" lumo_energy_ev=-2.83 gap_ev=10.77 charge=+1 e_homo_ev=-13.60
Cl -5.486 0.097 0.192
C -4.034 1.177 -0.345
C -2.904 0.190 -1.016
C -1.872 -0.498 0.077
N -0.601 0.285 0.315
C 0.289 -0.636 1.177
C 0.338 -0.254 2.804
C -0.608 1.111 2.744
C -0.647 1.568 1.137
H -3.668 1.775 0.595
H -4.500 1.941 -1.133
H -2.333 0.692 -1.934
H -3.505 -0.719 -1.502
H -1.578 -1.556 -0.392
H -2.477 -0.720 1.056
H -0.083 0.332 -0.600
H 1.404 -0.755 0.775
H -0.132 -1.732 1.233
H -0.256 -1.078 3.420
H 1.425 -0.069 3.255
H -1.696 0.699 2.881
H -0.236 1.923 3.516
H -1.586 2.264 1.070
H 0.275 2.282 0.882
C 4.057 -1.506 -1.660
C 4.023 -0.102 -2.160
O 2.794 -0.026 -2.845
C 1.981 -0.919 -2.214
O 0.767 -0.945 -2.336
O 2.691 -1.779 -1.422
F 5.019 0.117 -3.048
H 4.444 -2.211 -2.403
H 4.643 -1.606 -0.742
H 4.053 0.657 -1.371



Record 8
45
Properties=species:S:1:pos:R:3 method="wB97M-V/def2-TZVPD" lumo_energy_ev=0.42 gap_ev=9.21 e_homo_ev=-8.79
N -2.530 2.685 -6.123
C -1.798 2.928 -4.915
O -1.709 4.013 -4.405
C -1.195 1.707 -4.259
C -2.176 1.260 -3.155
C -1.675 0.233 -2.117
S -0.190 -0.730 -2.537
O 0.177 -1.463 -1.383
O -0.379 -1.376 -3.778
F 0.871 0.395 -2.722
O -2.702 -0.806 -2.043
S -3.888 -0.229 -1.092
O -4.129 -1.131 -0.031
O -4.956 0.205 -1.906
O -3.070 1.041 -0.508
C -1.678 0.665 -0.654
C -0.640 1.620 -0.106
C -0.078 1.174 1.261
C 1.382 0.711 1.178
S 2.140 0.936 2.814
H -3.341 3.298 -6.093
H -1.975 3.041 -6.898
H -1.093 0.930 -5.014
H -0.226 1.978 -3.856
H -3.052 0.842 -3.644
H -2.491 2.163 -2.634
H -1.613 -0.276 -0.101
H 0.189 1.723 -0.801
H -1.110 2.595 0.028
H -0.668 0.363 1.687
H -0.124 2.002 1.969
H 1.444 -0.339 0.906
H 1.928 1.336 0.474
H 3.044 -0.046 2.831
C 3.239 -2.796 6.347
C 4.310 -3.586 5.622
O 3.694 -3.937 4.374
S 2.700 -2.776 3.916
O 3.375 -1.938 2.987
O 1.446 -3.350 3.606
O 2.622 -2.014 5.313
H 2.484 -3.448 6.788
H 3.642 -2.134 7.108
H 4.603 -4.490 6.148
H 5.192 -2.976 5.417